(1)
This record from OMol25 describes 2 unconnected molecules or ions with the total composition C7H13NO in a non-equilibrium geometry. The level of theory is ωB97M-V/def2-TZVPD.

```
22
Properties=species:S:1:pos:R:3
C 1.07970 0.49033 1.64986
N -0.25776 0.19693 1.17427
C -1.03788 -0.67773 2.01703
C -0.86038 1.15706 0.31943
O -0.64203 2.35860 0.39211
H 1.06957 0.88443 2.66906
H 1.52380 1.27698 1.04186
H 1.67546 -0.41984 1.55172
H -1.03574 -0.34166 3.05951
H -0.60545 -1.68141 1.97628
H -2.07305 -0.72780 1.68225
H -1.88876 0.81245 0.08418
C 1.64061 1.26931 -1.99368
C 0.78448 0.38494 -1.55710
C 0.40970 -0.88767 -1.39140
C -0.96828 -1.36459 -1.72888
H 2.02412 1.27848 -3.00474
H 1.99040 2.06084 -1.34405
H 1.11486 -1.65742 -1.09504
H -1.32172 -2.07327 -0.98007
H -0.97615 -1.82386 -2.72088
H -1.64552 -0.51512 -1.80173
```

Output
**HOMO energy**: -8.47 eV
**Molecular weight**: 127.19 g mol⁻¹
**Energy above the lowest of the compared OMol25 structures with the same formula, charge and spin**: 84.2 kcal per mole
**Energy**: -404.3933 Ha
**2S+1**: 1
**LUMO level**: 0.686 eV



(2)
This record from OMol25 describes 11 unconnected molecules or ions with the total composition C30H60O40S7 in a non-equilibrium geometry. The level of theory is ωB97M-V/def2-TZVPD.

```
137
Properties=species:S:1:pos:R:3
O 4.49400 -2.45384 3.24218
S 3.85662 -1.78897 4.31343
O 4.63389 -0.93872 5.14173
O 2.62316 -0.95325 3.67164
C 1.51050 -1.01514 4.53845
C 1.51192 -2.41518 5.14711
O 2.90752 -2.76448 5.19284
H 1.62505 -0.28873 5.35427
H 0.61728 -0.81397 3.95424
H 0.88288 -3.12051 4.59813
H 1.18693 -2.48360 6.18431
O -6.94560 3.43278 1.97738
S -5.94826 4.06127 1.18972
O -6.26031 5.24994 0.48276
O -4.65499 4.29585 2.08767
C -3.46185 4.11502 1.30850
C -3.81745 2.89596 0.48379
O -5.23493 2.96279 0.20559
H -3.30982 5.01104 0.71033
H -2.65503 3.91019 1.99901
H -3.65446 1.99446 1.06753
H -3.33134 2.89922 -0.48474
O 5.14300 3.96760 -0.10129
S 5.59784 3.83792 1.22883
O 6.64104 4.64033 1.76222
O 4.36514 3.91120 2.24793
C 4.15707 2.67470 2.92794
C 5.47836 1.93149 2.79693
O 5.95958 2.29943 1.50439
H 3.96435 2.91617 3.97320
H 3.27317 2.16771 2.54451
H 5.33905 0.85509 2.84241
H 6.19420 2.25906 3.55228
O -1.99191 0.22297 -3.59262
S -3.37126 0.55952 -3.43424
O -3.81243 1.02407 -2.17545
O -3.92329 1.43077 -4.61602
C -4.76517 0.70919 -5.52703
C -5.24703 -0.48345 -4.68857
O -4.09004 -0.76834 -3.91882
H -5.50519 1.37747 -5.94583
H -4.17230 0.30765 -6.34993
H -5.47674 -1.35553 -5.29349
H -6.10883 -0.28583 -4.04853
O -7.24378 -1.77579 0.32385
S -5.88049 -1.39037 0.37686
O -5.08164 -1.60047 -0.77328
O -5.78567 0.11816 0.98229
C -5.72107 0.08480 2.39354
C -4.89535 -1.16717 2.69885
O -5.23164 -2.10470 1.67922
H -5.17487 0.97157 2.71767
H -6.69769 0.09874 2.88150
H -5.15095 -1.55088 3.68592
H -3.82405 -0.95388 2.63531
O -1.84387 1.86972 4.21933
S -1.34819 1.55885 5.51071
O -0.03214 1.98127 5.81076
O -2.34227 2.14376 6.67671
C -2.97785 1.12799 7.44210
C -2.89962 -0.08597 6.55391
O -1.65057 0.01836 5.85174
H -2.36753 0.94422 8.33834
H -3.97471 1.42601 7.74330
H -3.61947 0.09351 5.73859
H -3.07288 -1.04925 7.01096
O -1.72005 0.63843 1.72851
S -0.36197 0.39055 1.39419
O 0.69491 1.10955 2.00033
O 0.02913 -1.17096 1.36579
C -0.23187 -1.75578 0.05838
C -0.50041 -0.61247 -0.91998
O -0.22884 0.60253 -0.19938
H 0.61199 -2.41275 -0.14946
H -1.14881 -2.33840 0.19430
H -1.56422 -0.59998 -1.15819
H 0.06390 -0.67365 -1.84174
C 3.91175 -4.21394 -7.73390
C 4.36040 -3.36578 -6.53854
O 3.40509 -2.40709 -6.14296
C 2.36345 -2.86696 -5.45302
O 2.29535 -3.97778 -5.03668
O 1.51949 -1.87635 -5.22507
C 0.46841 -2.08439 -4.34638
H 3.19726 -4.95405 -7.36622
H 4.77054 -4.74076 -8.13477
H 3.36303 -3.55641 -8.40740
H 5.25030 -2.79774 -6.81956
H 4.71065 -4.02898 -5.74313
H -0.36043 -1.40688 -4.55311
H 0.79026 -1.85398 -3.32979
H 0.03812 -3.08492 -4.36614
C -3.33957 -3.50610 -2.52359
C -3.03362 -4.58441 -1.48485
O -1.64233 -4.63364 -1.10675
C -0.72528 -4.92754 -2.01297
O -0.85942 -5.07944 -3.20512
O 0.43679 -5.00993 -1.34274
C 1.51263 -5.53984 -2.05445
H -2.83198 -3.59037 -3.47525
H -3.05280 -2.61038 -1.96683
H -4.41519 -3.44233 -2.67844
H -3.27776 -5.60679 -1.78097
H -3.58005 -4.27900 -0.59827
H 2.23607 -5.82580 -1.30044
H 1.98239 -4.79718 -2.70094
H 1.27588 -6.35276 -2.73802
C 0.51534 6.85760 2.92454
C 0.32166 5.40913 3.21697
O 1.12454 4.58555 2.42438
C 0.71995 4.31698 1.20879
O -0.32213 4.48823 0.66956
O 1.71929 3.72858 0.58181
C 1.60369 3.52650 -0.79357
H -0.03457 7.58185 3.52960
H 0.29337 7.15998 1.89756
H 1.56533 7.12063 3.09420
H -0.73366 5.12267 3.25925
H 0.60513 5.20538 4.25071
H 2.51060 3.07437 -1.16874
H 1.44955 4.49239 -1.28975
H 0.70511 2.98063 -1.08890
C 6.77160 -1.15466 -3.75350
C 5.29449 -0.88290 -3.99549
O 4.70698 -0.10328 -2.99467
C 4.28615 -0.57826 -1.83324
O 4.52407 -1.65538 -1.35167
O 3.72044 0.45877 -1.19550
C 3.34427 0.32440 0.16136
H 7.29741 -0.21609 -3.48777
H 7.31405 -1.32651 -4.69343
H 7.14434 -1.85592 -3.00859
H 4.81635 -1.86425 -4.07787
H 5.27780 -0.45566 -4.99421
H 4.17333 0.24615 0.86917
H 2.82888 -0.62185 0.38711
H 2.63538 1.10958 0.39256
```

Output
**HOMO energy**: -10.58 eV
**Molecular weight**: 1285.24 g mol⁻¹
**Energy above the lowest of the compared OMol25 structures with the same formula, charge and spin**: 0.0 kcal per mole
**Energy**: -6975.8663 Ha
**2S+1**: 1
**LUMO level**: -0.248 eV



(3)
This record from OMol25 describes a molecular structure, C35H40Cl5CuNO2S in a non-equilibrium geometry. The level of theory is ωB97M-V/def2-TZVPD.

```
85
Properties=species:S:1:pos:R:3
Cu 11.63298 7.62714 8.12058
C 14.49368 14.16918 7.28163
C 13.33481 13.92901 6.32727
C 12.45843 15.13714 6.31500
C 13.72073 13.83104 4.90524
C 12.59835 12.63765 6.65290
C 13.06863 11.58016 7.46057
C 12.23415 10.47008 7.73383
N 12.91799 9.47136 8.38553
C 13.85984 9.54124 9.31071
C 14.01385 10.67811 10.20016
C 15.19808 10.70898 11.02605
C 16.12427 9.57046 11.10938
C 15.99364 8.48400 10.32122
C 14.72381 8.36435 9.47132
O 14.62680 7.39337 8.65818
C 16.90443 7.22600 10.15909
C 16.17736 5.95672 10.72067
C 18.11949 7.33938 11.08544
C 17.34058 6.96246 8.73009
C 15.45114 11.84924 11.89297
C 16.47223 12.79029 11.29848
C 15.84514 11.41767 13.34338
C 14.22320 12.75284 12.16756
C 10.97612 10.25621 7.21761
O 10.35652 9.17378 7.46784
C 10.47254 11.29265 6.40280
C 11.30320 12.40677 6.08538
C 9.13385 10.98674 5.68284
C 8.70067 12.09217 4.72411
C 7.91531 10.74631 6.63022
C 9.44656 9.70806 4.85894
H 14.93222 15.09055 6.96872
H 15.21681 13.33774 7.19817
H 14.18076 14.20518 8.33398
H 12.98523 15.99629 5.91761
H 12.30684 15.50099 7.36247
H 11.55622 15.04598 5.77215
H 13.97785 14.76094 4.36185
H 12.87213 13.57881 4.23390
H 14.47283 13.04624 4.66054
H 14.00992 11.71982 7.98724
H 13.33052 11.48349 10.08363
H 16.94304 9.68622 11.81712
H 15.85935 6.16435 11.71046
H 16.83025 5.06222 10.75655
H 15.32711 5.84104 10.09088
H 17.85913 7.81137 12.04888
H 18.89644 8.00674 10.70781
H 18.47542 6.35070 11.46090
H 16.50436 6.56834 8.16159
H 18.06273 6.13542 8.67666
H 17.82226 7.82725 8.24026
H 17.53990 12.46550 11.28256
H 16.42656 13.65813 11.99770
H 16.28704 13.07174 10.30614
H 16.77923 10.80641 13.44006
H 15.02982 10.81472 13.72354
H 15.94625 12.26709 14.00990
H 13.81402 13.23864 11.32408
H 14.36868 13.46789 12.96898
H 13.38484 12.08788 12.51341
H 10.67827 13.07051 5.48788
H 8.53044 13.03500 5.26298
H 7.77384 11.84496 4.20164
H 9.44155 12.24283 3.92868
H 8.02635 11.47143 7.41768
H 8.02084 9.83654 7.24808
H 6.93745 10.82931 6.08411
H 8.61888 9.41225 4.21353
H 9.63734 8.87669 5.55713
H 10.35117 9.96074 4.32582
Cl 12.82384 4.90405 9.66301
C 12.22023 6.18987 10.75544
C 11.59079 7.31529 10.20934
C 11.42524 8.38098 11.08555
Cl 10.52532 9.74681 10.55655
C 11.87692 8.39850 12.40057
Cl 11.74784 9.76943 13.50115
C 12.56188 7.27413 12.81937
Cl 13.03025 7.21676 14.52071
C 12.68916 6.13004 12.03821
Cl 13.25348 4.70534 12.79079
S 11.43816 5.43910 5.71789
C 11.70212 6.63561 6.60794
```

Output
**Net charge**: -1
**HOMO energy**: -4.27 eV
**Molecular weight**: 779.59 g mol⁻¹
**Energy above the lowest of the compared OMol25 structures with the same formula, charge and spin**: 140.8 kcal per mole
**Energy**: -5902.4710 Ha
**2S+1**: 1
**LUMO level**: 1.150 eV



(4)
This record from OMol25 describes a molecular structure, C43H42BCrNO5S in a non-equilibrium geometry. The level of theory is ωB97M-V/def2-TZVPD.

```
94
Properties=species:S:1:pos:R:3
C 4.63729 6.18514 -0.16186
C 3.80655 5.09954 -0.71557
C 3.39156 4.92214 -2.02052
C 2.60873 3.72650 -2.21868
C 2.43580 3.03358 -1.03815
B 1.85327 1.50261 -0.77204
C 0.25287 1.83474 -0.77442
C -0.46666 1.75601 0.41382
C -1.77558 2.22595 0.46792
C -2.40176 2.76238 -0.68855
N -3.71086 3.14936 -0.67286
C -4.34112 3.73530 -1.83657
C -4.51223 3.04970 0.52708
C -1.64238 2.83280 -1.88919
C -0.33933 2.34038 -1.92790
O 2.41703 0.71561 -1.83080
C 3.68269 0.30658 -1.31719
C 4.03454 -1.03477 -1.95427
C 4.79913 1.26406 -1.67855
C 3.43440 0.27379 0.28533
C 2.76962 -1.01930 0.69283
C 4.63599 0.61575 1.14351
O 2.42574 1.24529 0.50868
S 3.15135 3.85983 0.30520
H 4.97235 6.81986 -0.98300
H 4.06117 6.78840 0.54704
H 5.51362 5.78601 0.35817
H 3.66008 5.61554 -2.81337
H 2.19263 3.43032 -3.17676
H 0.00041 1.34425 1.30788
H -2.32043 2.17574 1.41249
H -3.78664 4.61833 -2.18660
H -4.41450 3.01228 -2.66417
H -5.35153 4.05248 -1.55637
H -4.60317 2.00659 0.86885
H -4.07770 3.64346 1.34302
H -5.51105 3.42960 0.29870
H -2.08304 3.26943 -2.78279
H 0.25426 2.40714 -2.83719
H 4.91777 -1.48453 -1.47985
H 3.20227 -1.74465 -1.91558
H 4.27808 -0.86454 -3.01025
H 5.75955 0.79399 -1.42529
H 4.78757 1.45771 -2.75711
H 4.72281 2.21848 -1.14932
H 3.40700 -1.89999 0.55923
H 2.42946 -0.96314 1.73355
H 1.86722 -1.12895 0.08084
H 5.44102 -0.10904 0.96614
H 5.00552 1.62775 0.95082
H 4.34967 0.55453 2.20022
O -4.82180 -5.47347 4.27792
C -4.24968 -4.46684 4.16543
Cr -3.06152 -2.99828 3.84886
C -2.53212 -4.00680 2.34359
O -2.18956 -4.72283 1.48557
C -1.80095 -4.09840 4.77392
O -1.11984 -4.92776 5.22764
C -4.15045 -1.57058 5.05316
C -4.68887 -1.57743 3.75712
C -3.85082 -1.41722 2.65069
C -2.46856 -1.14943 2.81355
C -1.58448 -1.05900 1.65659
C -1.03120 -1.25718 0.57504
C -0.49249 -1.71356 -0.63635
C 0.52233 -2.76773 -0.56189
C 0.82286 -3.36905 0.68526
C 1.77752 -4.38160 0.78498
C 2.47378 -4.79435 -0.35681
C 2.20902 -4.20569 -1.59889
C 1.27817 -3.16949 -1.69355
C -1.34290 -1.59873 -1.81595
C -2.29898 -0.56359 -1.88076
C -3.24211 -0.51726 -2.90081
C -3.29927 -1.55495 -3.84571
C -2.38845 -2.61646 -3.77787
C -1.42199 -2.63525 -2.77658
C -1.93831 -1.21469 4.11643
C -2.77964 -1.36099 5.22897
H -4.79260 -1.73745 5.92137
H -5.75631 -1.74217 3.60157
H -4.25331 -1.47230 1.63449
H 0.28087 -3.02132 1.56800
H 1.98421 -4.83469 1.75600
H 3.24682 -5.55927 -0.26850
H 2.72904 -4.55360 -2.49907
H 1.10833 -2.67092 -2.64966
H -2.28356 0.19256 -1.09452
H -3.94051 0.31812 -2.95802
H -4.05734 -1.53786 -4.63071
H -2.43322 -3.43485 -4.49982
H -0.77744 -3.50996 -2.68543
H -0.85399 -1.13138 4.23554
H -2.35174 -1.35637 6.23266
```

Output
**Net charge**: +3
**HOMO energy (spin up / spin down)**: -15.19 / -14.96 eV
**Molecular weight**: 747.69 g mol⁻¹
**Energy above the lowest of the compared OMol25 structures with the same formula, charge and spin**: 0.0 kcal per mole
**Energy**: -3561.1870 Ha
**2S+1**: 4
**LUMO level (spin up / spin down)**: -10.235 / -10.458 eV